# 1
{"formula": "C37H76B3BrN2O5", "method": "ωB97M-V/def2-TZVPD", "total_charge": 0, "multiplicity": 3, "s_squared": 2.010, "gap_ev": [9.45, 9.31], "e_tot_ev": -124884.3865, "largest_force_ev_per_a": 5.07, "symbols": ["C", "C", "C", "C", "C", "C", "C", "C", "C", "C", "C", "C", "C", "C", "C", "C", "B", "O", "B", "O", "B", "C", "Br", "C", "C", "O", "H", "H", "H", "H", "H", "H", "H", "H", "H", "H", "H", "H", "H", "H", "H", "H", "H", "H", "H", "H", "H", "H", "H", "H", "H", "H", "H", "H", "H", "H", "H", "H", "H", "H", "H", "H", "H", "H", "H", "H", "C", "C", "C", "C", "C", "C", "N", "O", "C", "C", "C", "H", "H", "H", "H", "H", "H", "H", "H", "H", "H", "H", "H", "H", "H", "H", "H", "H", "H", "C", "C", "C", "C", "C", "C", "N", "O", "C", "C", "C", "H", "H", "H", "H", "H", "H", "H", "H", "H", "H", "H", "H", "H", "H", "H", "H", "H", "H"], "coordinates": [[-5.029, 2.416, 5.387], [-3.595, 2.734, 4.652], [-3.673, 4.068, 3.652], [-2.256, 4.136, 2.796], [-2.469, 4.251, 1.168], [-1.064, 4.233, 0.300], [0.264, 4.140, 1.266], [1.689, 4.088, 0.436], [2.669, 2.944, 1.117], [4.285, 3.220, 0.841], [5.104, 2.404, 2.037], [4.812, 0.771, 2.015], [3.656, 0.337, 3.117], [3.832, -1.229, 3.659], [2.536, -2.110, 3.173], [2.221, -3.423, 4.161], [1.754, -4.752, 3.304], [2.825, -5.736, 2.923], [2.747, -5.752, 1.437], [1.456, -6.101, 0.812], [0.324, -5.363, 1.405], [-0.981, -4.763, 0.602], [-0.390, -3.339, -0.734], [-1.971, -5.890, -0.059], [-1.280, -7.350, -0.336], [0.379, -5.087, 2.885], [-5.249, 1.275, 5.553], [-5.882, 2.890, 4.729], [-5.057, 2.924, 6.465], [-2.701, 2.830, 5.436], [-3.295, 1.814, 3.951], [-4.618, 3.986, 2.953], [-3.755, 5.015, 4.355], [-1.610, 3.206, 3.130], [-1.680, 5.102, 3.185], [-3.081, 3.302, 0.824], [-3.136, 5.200, 0.918], [-1.021, 5.279, -0.260], [-1.118, 3.402, -0.534], [0.280, 5.053, 2.024], [0.200, 3.157, 1.902], [2.279, 5.116, 0.484], [1.481, 3.846, -0.713], [2.421, 1.903, 0.597], [2.474, 2.778, 2.269], [4.503, 4.377, 0.850], [4.610, 2.785, -0.197], [4.658, 2.830, 3.057], [6.242, 2.681, 2.039], [4.351, 0.516, 0.947], [5.808, 0.157, 2.105], [2.628, 0.352, 2.521], [3.685, 1.116, 3.991], [4.857, -1.683, 3.290], [3.918, -1.130, 4.842], [2.638, -2.479, 2.055], [1.585, -1.407, 3.289], [1.470, -3.103, 5.012], [3.251, -3.642, 4.711], [3.680, -5.548, 0.747], [-1.645, -4.160, 1.389], [-2.996, -5.982, 0.544], [-2.293, -5.468, -1.128], [-2.035, -8.026, -0.956], [-0.296, -7.297, -1.009], [-1.052, -7.965, 0.660], [0.673, 10.858, -1.031], [0.255, 9.570, -0.272], [-0.364, 9.960, 1.097], [0.676, 10.434, 2.103], [1.775, 9.389, 2.276], [2.430, 8.955, 0.936], [1.424, 8.637, -0.136], [0.907, 7.359, 0.144], [3.391, 10.069, 0.440], [3.397, 7.760, 1.239], [-0.878, 8.987, -1.181], [-0.202, 11.483, -1.254], [1.348, 11.506, -0.475], [1.153, 10.615, -1.989], [-0.900, 9.102, 1.524], [-1.115, 10.750, 0.962], [1.103, 11.394, 1.799], [0.191, 10.612, 3.072], [2.539, 9.784, 2.958], [1.341, 8.514, 2.778], [3.695, 9.895, -0.601], [4.310, 10.098, 1.037], [2.976, 11.072, 0.518], [2.887, 6.913, 1.712], [4.189, 8.061, 1.935], [3.882, 7.403, 0.322], [-0.485, 8.682, -2.156], [-1.662, 9.733, -1.361], [-1.381, 8.123, -0.729], [-3.510, -10.683, -6.844], [-3.630, -10.138, -5.396], [-3.887, -8.608, -5.444], [-2.648, -7.812, -5.835], [-1.480, -8.144, -4.910], [-1.179, -9.664, -4.818], [-2.412, -10.498, -4.595], [-2.755, -10.378, -3.236], [-0.456, -10.133, -6.109], [-0.093, -9.872, -3.707], [-4.926, -10.841, -4.869], [-4.450, -10.545, -7.394], [-2.754, -10.186, -7.447], [-3.287, -11.759, -6.845], [-4.236, -8.255, -4.464], [-4.695, -8.381, -6.152], [-2.379, -8.000, -6.878], [-2.869, -6.739, -5.768], [-0.589, -7.603, -5.254], [-1.710, -7.749, -3.912], [-0.429, -11.228, -6.173], [0.586, -9.789, -6.130], [-0.897, -9.742, -7.025], [-0.405, -9.480, -2.732], [0.835, -9.346, -3.960], [0.152, -10.935, -3.589], [-4.787, -11.926, -4.803], [-5.774, -10.659, -5.540], [-5.235, -10.475, -3.882]]}

# 2
{"formula": "C35H37CoGe2N5", "method": "ωB97M-V/def2-TZVPD", "total_charge": 2, "multiplicity": 2, "s_squared": 0.788, "gap_ev": [5.65, 5.85], "e_tot_ev": -194988.4632, "largest_force_ev_per_a": 1.44, "symbols": ["Co", "C", "C", "C", "C", "C", "N", "C", "C", "C", "C", "C", "C", "C", "N", "C", "C", "C", "N", "C", "C", "N", "C", "C", "C", "N", "H", "H", "H", "H", "H", "H", "H", "H", "H", "H", "H", "H", "H", "H", "H", "H", "H", "H", "C", "Ge", "C", "C", "Ge", "C", "C", "C", "C", "C", "C", "C", "C", "C", "C", "C", "C", "H", "H", "H", "H", "H", "H", "H", "H", "H", "H", "H", "H", "H", "H", "H", "H", "H", "H", "H"], "coordinates": [[-0.158, 0.217, -0.278], [-4.185, 5.404, -2.326], [-3.110, 4.571, -1.709], [-1.765, 4.949, -1.757], [-0.791, 4.145, -1.222], [-1.095, 2.920, -0.576], [-0.086, 2.161, -0.030], [0.983, 2.826, 0.536], [0.733, 3.998, 1.290], [1.742, 4.741, 1.844], [3.072, 4.332, 1.710], [4.188, 5.112, 2.323], [3.329, 3.160, 1.005], [2.328, 2.406, 0.411], [2.684, 1.285, -0.370], [3.935, 0.917, -0.745], [3.831, -0.195, -1.540], [2.463, -0.455, -1.607], [1.777, 0.439, -0.904], [-2.457, 2.540, -0.544], [-3.424, 3.356, -1.102], [-2.876, 1.366, 0.116], [-4.034, 1.194, 0.793], [-4.059, -0.101, 1.248], [-2.864, -0.663, 0.799], [-2.150, 0.230, 0.116], [-3.866, 6.434, -2.465], [-5.092, 5.383, -1.723], [-4.441, 4.995, -3.307], [-1.482, 5.877, -2.235], [0.249, 4.422, -1.313], [-0.297, 4.288, 1.439], [1.505, 5.640, 2.397], [3.906, 6.152, 2.474], [5.085, 5.068, 1.708], [4.441, 4.694, 3.301], [4.359, 2.846, 0.924], [4.819, 1.450, -0.449], [4.619, -0.742, -2.025], [1.961, -1.248, -2.134], [-4.458, 3.038, -1.076], [-4.747, 1.988, 0.920], [-4.819, -0.587, 1.833], [-2.510, -1.667, 0.955], [-0.117, -2.128, -3.349], [-1.128, -3.034, -1.903], [-1.207, -4.990, -2.162], [-2.950, -2.280, -2.043], [0.220, -2.118, 0.392], [2.028, -2.898, 0.219], [2.426, -3.695, -0.849], [3.728, -4.168, -0.918], [4.640, -3.833, 0.073], [4.257, -3.023, 1.133], [2.958, -2.543, 1.198], [-0.732, -2.998, 1.892], [-0.422, -2.526, 3.170], [-1.168, -2.932, 4.266], [-2.239, -3.797, 4.092], [-2.531, -4.297, 2.831], [-1.791, -3.886, 1.732], [-0.711, -2.275, -4.254], [0.874, -2.543, -3.524], [-0.042, -1.057, -3.159], [-1.741, -5.112, -3.106], [-1.770, -5.487, -1.375], [-0.225, -5.449, -2.242], [-3.315, -2.644, -3.006], [-2.926, -1.192, -2.070], [-3.636, -2.611, -1.267], [1.712, -3.968, -1.620], [4.030, -4.796, -1.745], [5.654, -4.206, 0.019], [4.968, -2.757, 1.904], [2.661, -1.902, 2.022], [0.411, -1.845, 3.309], [-0.921, -2.561, 5.252], [-2.853, -4.072, 4.939], [-3.348, -4.995, 2.701], [-2.041, -4.265, 0.745]]}

# 3
{"formula": "C30H28BClI3N2O6Re", "method": "ωB97M-V/def2-TZVPD", "total_charge": -1, "multiplicity": 4, "s_squared": 3.775, "gap_ev": [5.49, 7.12], "e_tot_ev": -86463.4443, "largest_force_ev_per_a": 4.39, "de_lowest_kj_mol": 62.4, "symbols": ["Re", "Cl", "C", "C", "C", "I", "C", "O", "C", "N", "C", "C", "C", "C", "H", "H", "H", "H", "N", "C", "O", "C", "C", "H", "H", "H", "H", "H", "H", "I", "C", "C", "C", "C", "C", "C", "C", "O", "O", "H", "H", "H", "H", "C", "C", "C", "C", "C", "C", "C", "C", "O", "B", "O", "C", "C", "H", "H", "H", "H", "H", "H", "H", "H", "H", "H", "H", "H", "I", "C", "H", "H"], "coordinates": [[0.637, 1.865, 1.091], [7.581, 1.939, -0.471], [6.044, 1.740, 0.294], [5.933, 2.000, 1.654], [4.704, 1.942, 2.249], [4.715, 1.849, 4.324], [3.489, 1.852, 1.477], [2.333, 2.304, 2.001], [3.595, 1.479, 0.096], [2.501, 1.492, -0.661], [2.622, 1.235, -1.980], [3.842, 1.114, -2.610], [4.997, 1.163, -1.835], [4.922, 1.379, -0.462], [6.848, 2.246, 2.229], [1.765, 1.171, -2.638], [3.878, 0.888, -3.690], [5.996, 0.902, -2.268], [-1.621, 3.736, 4.485], [-1.121, 3.118, 3.406], [0.071, 3.137, 3.065], [-2.179, 2.492, 2.511], [-1.464, 1.933, 1.303], [-1.069, 4.229, 5.171], [-2.561, 3.536, 4.776], [-2.908, 3.301, 2.201], [-2.761, 1.739, 3.125], [-1.680, 2.506, 0.415], [-1.688, 0.863, 1.183], [-2.176, -3.018, 7.981], [-1.393, -2.488, 6.083], [-2.247, -2.536, 4.942], [-1.734, -2.038, 3.753], [-0.479, -1.416, 3.695], [0.349, -1.450, 4.808], [-0.082, -2.065, 6.019], [-0.213, -0.667, 2.425], [-0.773, -1.011, 1.376], [0.596, 0.344, 2.530], [-3.311, -2.827, 5.000], [-2.329, -2.129, 2.838], [1.343, -0.989, 4.715], [0.650, -2.159, 6.850], [-3.784, -1.296, -4.951], [-2.853, -2.480, -4.542], [-2.263, -2.996, -5.873], [-3.671, -3.527, -3.806], [-1.675, -2.008, -3.692], [-0.645, -2.894, -3.387], [0.351, -2.581, -2.422], [0.230, -1.365, -1.764], [0.987, -0.911, -0.707], [0.386, 0.384, -0.320], [-0.640, 0.745, -1.338], [-0.745, -0.413, -2.127], [-1.645, -0.689, -3.120], [-4.619, -1.668, -5.557], [-3.252, -0.546, -5.612], [-4.203, -0.773, -4.081], [-3.086, -3.187, -6.561], [-1.678, -3.893, -5.725], [-1.564, -2.226, -6.302], [-4.273, -4.025, -4.592], [-4.308, -3.101, -2.981], [-2.984, -4.272, -3.311], [-0.560, -3.888, -3.835], [1.182, -3.258, -2.250], [-2.419, 0.053, -3.406], [-0.701, 5.267, 0.248], [0.665, 3.522, -0.145], [1.682, 3.990, -0.110], [0.460, 3.335, -1.188]]}